Density functional theory data (ωB97M-V/def2-TZVPD) for 5 unconnected molecules or ions with the total composition C25H53N5O9 in a non-equilibrium geometry.

Positions of all 92 atoms, in Å:
1 C -3.27 0.64 -0.36
2 C -3.76 1.31 -1.79
3 O -3.20 2.64 -2.05
4 C -2.11 2.58 -3.07
5 C -0.64 2.23 -2.37
6 O 0.14 1.24 -3.12
7 C 0.18 -0.07 -2.45
8 C 1.54 -0.33 -1.55
9 O 1.11 -1.52 -0.74
10 C 0.81 -1.17 0.69
11 O -0.14 -1.67 1.49
12 O 1.86 -0.15 1.00
13 C 1.83 0.68 -0.26
14 C 3.10 1.73 -0.47
15 C 2.51 3.23 -0.20
16 C 2.34 3.62 1.39
17 C 0.91 4.35 1.72
18 C -0.39 3.36 1.76
19 N -0.44 2.42 2.95
20 H -4.16 0.71 0.41
21 H -3.04 -0.52 -0.49
22 H -2.36 1.20 0.14
23 H -3.61 0.53 -2.65
24 H -4.94 1.45 -1.68
25 H -2.36 1.90 -3.98
26 H -2.02 3.70 -3.49
27 H -0.87 1.95 -1.26
28 H 0.01 3.24 -2.35
29 H -0.73 -0.30 -1.75
30 H 0.14 -0.89 -3.32
31 H 2.50 -0.74 -2.10
32 H 0.85 1.30 -0.08
33 H 3.48 1.70 -1.58
34 H 3.92 1.46 0.33
35 H 3.24 4.02 -0.69
36 H 1.45 3.31 -0.69
37 H 3.19 4.42 1.62
38 H 2.59 2.69 2.06
39 H 1.01 4.93 2.74
40 H 0.71 5.14 0.86
41 H -0.56 2.73 0.78
42 H -1.35 4.06 1.86
43 H -0.36 2.95 3.86
44 H -1.42 2.04 2.96
45 C 3.63 -1.28 5.74
46 N 2.91 -0.04 5.51
47 C 1.83 0.17 4.72
48 C 1.26 -1.00 3.97
49 O 1.34 1.30 4.64
50 H 3.59 -1.49 6.81
51 H 4.67 -1.13 5.44
52 H 3.20 -2.12 5.19
53 H 3.24 0.79 5.99
54 H 0.39 -0.67 3.38
55 H 2.00 -1.40 3.28
56 H 0.92 -1.77 4.67
57 C -1.69 -3.97 9.14
58 N -0.57 -3.42 8.40
59 C -0.30 -3.55 7.07
60 C -1.24 -4.35 6.22
61 O 0.71 -3.01 6.61
62 H -2.23 -3.14 9.59
63 H -1.29 -4.61 9.93
64 H -2.36 -4.55 8.51
65 H 0.11 -2.87 8.90
66 H -0.88 -4.35 5.19
67 H -1.28 -5.38 6.58
68 H -2.24 -3.90 6.24
69 C 3.14 -4.14 -2.79
70 N 4.26 -3.60 -3.53
71 C 4.53 -3.72 -4.86
72 C 3.59 -4.52 -5.71
73 O 5.54 -3.18 -5.32
74 H 2.60 -3.31 -2.34
75 H 3.54 -4.78 -2.00
76 H 2.47 -4.72 -3.42
77 H 4.94 -3.04 -3.03
78 H 3.95 -4.53 -6.74
79 H 3.55 -5.55 -5.35
80 H 2.59 -4.07 -5.69
81 C -6.15 1.40 -7.03
82 N -4.95 1.64 -6.27
83 C -3.91 2.47 -6.57
84 C -3.97 3.25 -7.85
85 O -2.96 2.55 -5.79
86 H -7.01 1.67 -6.41
87 H -6.20 0.34 -7.27
88 H -6.18 1.98 -7.96
89 H -4.84 1.15 -5.39
90 H -3.06 3.86 -7.94
91 H -4.02 2.57 -8.70
92 H -4.83 3.92 -7.84

Output
Orbital gap: 8.58 eV
HOMO energy: -7.969 eV
DFT total energy: -1935.04836 Eh
SMILES string: CCOCCOC[C@@H]1OC(=O)O[C@H]1CCCCCN.CNC(C)=O.CNC(C)=O.CNC(C)=O.CNC(C)=O